(1)
{
  "formula": "C65H102N13O9",
  "method": "ωB97M-V/def2-TZVPD",
  "lumo_ha": -0.47498,
  "homo_ha": -0.553,
  "total_charge": 5,
  "species": ["C", "C", "C", "C", "C", "C", "N", "O", "C", "C", "C", "H", "H", "H", "H", "H", "H", "H", "H", "H", "H", "H", "H", "H", "H", "H", "H", "H", "H", "C", "N", "C", "C", "C", "C", "C", "C", "C", "C", "N", "C", "C", "C", "H", "H", "H", "H", "H", "H", "H", "H", "H", "H", "H", "H", "H", "H", "C", "N", "C", "C", "C", "C", "C", "C", "C", "C", "N", "C", "C", "C", "H", "H", "H", "H", "H", "H", "H", "H", "H", "H", "H", "H", "H", "H", "C", "C", "N", "C", "C", "N", "C", "C", "H", "H", "H", "H", "H", "H", "H", "H", "H", "H", "H", "C", "C", "N", "C", "C", "N", "C", "C", "H", "H", "H", "H", "H", "H", "H", "H", "H", "H", "H", "C", "C", "N", "C", "C", "N", "C", "C", "H", "H", "H", "H", "H", "H", "H", "H", "H", "H", "H", "C", "C", "N", "C", "C", "N", "C", "C", "H", "H", "H", "H", "H", "H", "H", "H", "H", "H", "H", "C", "C", "O", "O", "H", "H", "H", "C", "C", "O", "O", "H", "H", "H", "C", "C", "O", "O", "H", "H", "H", "C", "C", "O", "O", "H", "H", "H"],
  "coordinates": [[11.3619, -9.3804, 15.8355], [11.3115, -10.9719, 15.7895], [9.8322, -11.4474, 15.5962], [9.1327, -11.0382, 14.2549], [9.9570, -11.6436, 13.1016], [11.4790, -11.3185, 13.0731], [12.0992, -11.3908, 14.5020], [13.4446, -11.7548, 14.6896], [11.7228, -9.9016, 12.5332], [12.2144, -12.5106, 12.2621], [11.9437, -11.5844, 17.1455], [12.3923, -9.0472, 15.9593], [10.9589, -8.8498, 16.6981], [10.9016, -8.8378, 15.0098], [9.1360, -11.1820, 16.3918], [9.7648, -12.5158, 15.8015], [9.0814, -9.9495, 14.2636], [8.1293, -11.4148, 14.4532], [9.6752, -11.4162, 12.0735], [9.7943, -12.7210, 13.1319], [12.5856, -9.9150, 11.8673], [11.8571, -9.0966, 13.2558], [10.8631, -9.4507, 12.0375], [12.0145, -12.2294, 11.2282], [11.8137, -13.4402, 12.6664], [13.2720, -12.4217, 12.5105], [11.7983, -12.6584, 17.2624], [11.4936, -11.2559, 18.0823], [13.0080, -11.3503, 17.1236], [8.6260, -19.0081, 7.4395], [8.9086, -17.6032, 7.0808], [9.0098, -16.6357, 8.0246], [9.4715, -15.4064, 7.7095], [9.8520, -15.0546, 6.4458], [9.5558, -15.9672, 5.4031], [9.0306, -17.2145, 5.7660], [10.3080, -13.6722, 6.2144], [10.0633, -12.9999, 5.0116], [10.6869, -11.7206, 4.8298], [11.4563, -11.2082, 5.8255], [11.5658, -11.7717, 7.0589], [11.0567, -13.0109, 7.2229], [11.9946, -9.8198, 5.7336], [9.6167, -19.4335, 7.6000], [8.0724, -19.5693, 6.6867], [7.9626, -19.1061, 8.2988], [8.7366, -16.9562, 9.0191], [9.5045, -14.5949, 8.4214], [9.7328, -15.6266, 4.3936], [8.8446, -17.9590, 5.0060], [9.5440, -13.3863, 4.1471], [10.6489, -11.2099, 3.8789], [12.0178, -11.2479, 7.8882], [11.1858, -13.4856, 8.1844], [12.0880, -9.5585, 4.6795], [12.9528, -9.6533, 6.2258], [11.2399, -9.1282, 6.1081], [14.7213, -15.0138, 9.2445], [15.2419, -14.5787, 10.5626], [16.2394, -13.6004, 10.5980], [16.9281, -13.2869, 11.8068], [16.4298, -13.8379, 13.0153], [15.5023, -14.9243, 12.8954], [14.8636, -15.2380, 11.6806], [17.0032, -13.5124, 14.3557], [17.2928, -14.5938, 15.1654], [17.6543, -14.3182, 16.5177], [17.7550, -13.0474, 17.0316], [17.5021, -11.9996, 16.2202], [17.1335, -12.2156, 14.8459], [17.8996, -12.8602, 18.4929], [15.5099, -15.1285, 8.5009], [14.0636, -14.2394, 8.8496], [14.3744, -16.0309, 9.4270], [16.4958, -13.1793, 9.6371], [17.7099, -12.5462, 11.8872], [15.0955, -15.4223, 13.7631], [14.1347, -16.0343, 11.6468], [17.2550, -15.5873, 14.7435], [17.8804, -15.1228, 17.2018], [17.4812, -10.9718, 16.5512], [17.0132, -11.3798, 14.1726], [18.1336, -13.7959, 19.0006], [16.8264, -12.7593, 18.6545], [18.4956, -11.9631, 18.6607], [14.6138, -7.3917, 14.0466], [15.8822, -6.6819, 13.5652], [15.8576, -6.1720, 12.1595], [15.1557, -5.0628, 11.7268], [15.2534, -4.9102, 10.3703], [16.1591, -5.8929, 9.9657], [16.5530, -6.6422, 11.0647], [16.7442, -5.8790, 8.6526], [14.2722, -8.3430, 13.6385], [13.6826, -6.8287, 13.9830], [14.7166, -7.5525, 15.1197], [16.6357, -7.4430, 13.7681], [16.1826, -5.8575, 14.2118], [14.5889, -4.5216, 12.4699], [14.8325, -4.2532, 9.6236], [17.1206, -7.5542, 11.1770], [17.1709, -4.8924, 8.4717], [15.9393, -6.2890, 8.0426], [17.5376, -6.5994, 8.4533], [19.2644, -15.8321, 10.4453], [20.5449, -14.8738, 10.2994], [20.4333, -13.4633, 10.6356], [20.4363, -12.8853, 11.9180], [20.2444, -11.4981, 11.6734], [19.8768, -11.3372, 10.3450], [20.1296, -12.4932, 9.6750], [19.2177, -10.0629, 9.7494], [19.6522, -16.8461, 10.5428], [18.7122, -15.9267, 9.5103], [18.7014, -15.5118, 11.3220], [20.8523, -14.9775, 9.2588], [21.3833, -15.0964, 10.9594], [20.5893, -13.4961, 12.7955], [19.9571, -10.7676, 12.4152], [20.0837, -12.7370, 8.6239], [19.9937, -9.5429, 9.1876], [18.7854, -9.4999, 10.5766], [18.3775, -10.4403, 9.1665], [9.4056, -4.9022, 7.8306], [10.7923, -4.6007, 7.1482], [11.0223, -5.4284, 5.9151], [12.1364, -5.3878, 5.1447], [12.1183, -6.2818, 4.0867], [10.9731, -7.0376, 4.3524], [10.3106, -6.5922, 5.4797], [10.2966, -7.9941, 3.4052], [9.3670, -4.5510, 8.8617], [9.1736, -5.9602, 7.7078], [8.7033, -4.2134, 7.3611], [11.5747, -4.9411, 7.8266], [10.8813, -3.5149, 7.1141], [12.8840, -4.6316, 5.3341], [12.7297, -6.5161, 3.2279], [9.3148, -6.7735, 5.8564], [9.6676, -7.4509, 2.6999], [9.6293, -8.7072, 3.8892], [11.0063, -8.4666, 2.7260], [14.8542, -12.6922, 5.2255], [15.4672, -11.6734, 6.3063], [16.5613, -10.7905, 5.9123], [16.4008, -9.7447, 5.0050], [17.6775, -9.1965, 4.8428], [18.6050, -9.8430, 5.6951], [17.8837, -10.9136, 6.2219], [20.0421, -9.4210, 5.8369], [15.7107, -12.8262, 4.5648], [14.0876, -12.0956, 4.7310], [14.6073, -13.6959, 5.5717], [15.8915, -12.3900, 7.0095], [14.7294, -11.1645, 6.9265], [15.4680, -9.4297, 4.5610], [17.8930, -8.4075, 4.1375], [18.2268, -11.6901, 6.8896], [20.3389, -8.8337, 4.9680], [20.7858, -10.1898, 5.6276], [20.1092, -9.0045, 6.8420], [14.5774, -9.2273, 9.1562], [14.8916, -10.5802, 9.6485], [14.1647, -11.5050, 9.3053], [15.8305, -10.6497, 10.4054], [13.9179, -8.7596, 9.8873], [14.1755, -9.2608, 8.1436], [15.4394, -8.5614, 9.1161], [10.7257, -7.4882, 9.6473], [9.6086, -8.2194, 9.0274], [8.4814, -8.2489, 9.4933], [9.8835, -8.9293, 8.0534], [11.6596, -7.9217, 9.2894], [10.7014, -7.3852, 10.7322], [10.8062, -6.4501, 9.3250], [18.7945, -14.3578, 5.6075], [17.8768, -14.7906, 6.7574], [17.0613, -15.7670, 6.7126], [18.0332, -14.1348, 7.8347], [19.2899, -15.2080, 5.1385], [19.5828, -13.6626, 5.8960], [18.1833, -13.8666, 4.8503], [11.5305, -15.9876, 10.5565], [11.7332, -17.4901, 10.3011], [12.9354, -17.8722, 10.0426], [10.7245, -18.2620, 10.2795], [12.1185, -15.2897, 9.9604], [11.7054, -15.7401, 11.6035], [10.5336, -15.7830, 10.1661]],
  "forces_ev_per_a": [[0.95, 0.25, -0.05], [-1.09, 0.34, 1.65], [-0.25, -0.39, -0.51], [1.53, -0.14, 1.35], [-0.43, -0.36, 0.36], [0.21, -1.83, 0.45], [6.86, -1.27, 2.26], [-8.98, 2.40, -1.42], [0.53, 0.83, -0.01], [-0.45, 2.46, 1.47], [0.11, 0.17, -1.61], [0.39, -0.21, -0.60], [-0.75, -1.17, 0.52], [0.10, -0.53, -0.21], [0.68, 1.12, 0.43], [0.48, -0.47, -0.79], [-0.12, 0.02, -0.40], [-0.09, -0.09, -1.08], [-0.43, 0.53, 0.12], [0.34, -0.16, 0.30], [-0.02, 0.07, -0.06], [0.55, -0.49, 0.47], [-0.28, -0.85, -0.52], [0.12, -0.75, -0.10], [-0.02, -0.05, -0.63], [0.03, -0.14, -0.55], [0.15, -0.19, -0.79], [-0.23, 0.95, -0.47], [-0.07, -0.08, 0.34], [-0.12, -0.53, 0.11], [-0.78, 1.77, -1.50], [-0.28, -2.26, 0.33], [0.27, 1.54, 0.61], [-1.10, -0.70, -1.44], [-0.07, 0.25, 1.51], [1.22, 0.04, 0.18], [0.68, 0.52, -0.41], [1.64, 1.98, 0.05], [0.10, -2.10, 1.38], [-0.19, 1.41, 0.42], [-0.42, -0.10, -0.96], [-0.98, -1.22, -0.04], [-0.67, 0.35, -1.25], [-0.25, -0.32, 0.34], [0.39, 0.49, -0.59], [0.56, 0.51, 0.36], [0.21, 0.04, 0.22], [-0.15, -0.50, 0.57], [-0.16, -0.69, -0.23], [-0.15, -0.17, 0.14], [-0.25, -0.21, 0.25], [0.01, 0.22, 0.14], [0.40, 0.33, -0.28], [0.14, -0.09, 0.00], [0.29, -0.31, -0.08], [-0.24, -0.54, 0.18], [-0.02, -0.21, 0.74], [0.43, -0.26, -0.13], [1.92, 1.23, 0.22], [-0.28, -1.26, 1.29], [-2.36, -0.39, 0.13], [0.23, -1.42, -1.74], [-0.63, 1.38, -0.44], [1.75, 0.94, 0.87], [-0.69, -0.13, -0.65], [0.73, 1.05, 2.49], [0.05, 0.03, -1.27], [-0.02, -1.28, -2.01], [-0.70, -0.61, -2.74], [0.96, -0.15, 1.92], [-1.61, -0.08, -0.69], [0.70, 0.17, 0.24], [-0.47, -0.31, 0.34], [-1.01, 0.09, -0.33], [0.06, -0.10, 0.01], [-0.05, 0.08, -0.56], [0.19, -0.07, 0.17], [-0.17, -0.18, -0.59], [0.03, -0.19, 0.49], [0.03, 0.02, 0.11], [0.38, -0.19, 0.68], [-0.29, 0.18, 0.21], [0.78, 0.32, -0.21], [0.13, 0.79, 1.33], [-0.08, -0.41, 0.46], [-1.37, 0.63, 0.56], [-0.31, -0.72, 0.11], [1.33, -0.12, -2.20], [-1.12, -0.02, 0.53], [1.24, -1.29, 0.93], [1.13, -1.15, 3.28], [-2.37, 1.50, 0.50], [-0.06, -0.96, -0.83], [1.02, -0.20, -0.58], [0.19, 0.69, -0.14], [0.26, -0.02, 0.07], [0.60, 0.26, -1.03], [-0.44, 0.16, -0.10], [-0.11, 0.17, -0.30], [0.04, 0.20, 0.43], [0.23, 0.20, -0.74], [-0.54, -0.05, -0.50], [0.05, 0.97, -0.83], [0.16, -0.08, 0.90], [1.76, 0.83, -0.07], [-0.11, -1.48, 0.09], [-1.80, 3.02, -1.43], [0.14, 1.95, -2.95], [-1.66, -2.56, 0.87], [0.57, 0.26, -0.77], [-0.12, -1.10, 3.34], [0.91, -2.10, 0.67], [0.17, 0.07, 0.63], [-0.35, 0.90, 0.16], [-0.32, -0.35, -0.16], [0.29, 0.32, 0.15], [-0.09, -1.19, -0.23], [0.20, 0.30, -0.03], [0.44, 0.19, -0.16], [-0.39, 0.13, -0.01], [-0.33, 0.18, 0.10], [0.38, -0.02, -0.08], [0.14, 0.21, -0.17], [0.85, 0.91, -1.37], [-0.75, -1.28, 1.94], [-1.21, -3.07, -1.03], [1.26, 1.08, -1.40], [-1.70, -0.28, 2.24], [-2.23, -0.26, 0.90], [2.35, 3.49, -0.99], [0.07, 0.74, -0.55], [0.48, -0.52, 0.10], [-0.44, 0.27, 0.50], [-0.44, -0.59, -0.35], [0.12, 0.01, 0.03], [0.25, -0.16, -1.30], [-0.06, 0.01, -0.08], [0.11, 0.31, 0.26], [0.13, -0.73, -0.26], [-0.09, 0.44, 0.29], [0.43, 0.09, 0.41], [0.35, -0.19, 0.55], [1.65, 2.64, 0.05], [-0.25, -3.12, 1.23], [0.98, 0.46, -1.34], [3.01, 0.28, 0.63], [-1.40, -0.41, 0.61], [-2.55, -1.58, -1.52], [-0.44, 1.90, 0.01], [-0.49, -0.89, -0.48], [-0.29, -0.22, -0.52], [-0.31, -0.82, -0.42], [-0.31, 0.46, 0.46], [0.41, 0.26, 0.36], [0.03, 0.40, -0.38], [0.11, -0.31, 0.08], [0.53, 0.05, 0.35], [0.21, -0.22, 0.03], [-0.72, 1.06, 0.48], [-0.52, -0.91, 0.82], [0.55, 0.34, -0.52], [-0.18, 1.76, -0.89], [-0.79, 0.41, -0.72], [-1.75, -1.84, -1.00], [3.58, -0.28, 2.71], [-0.51, 0.06, -0.34], [-0.56, 0.21, 0.17], [0.35, -0.19, 0.06], [1.82, 1.48, 0.57], [-1.85, -1.29, 0.52], [-1.13, 1.32, 1.74], [2.32, -1.24, -3.42], [0.16, -0.25, 0.34], [-0.16, -0.38, 0.10], [-0.38, 0.15, -0.21], [-0.37, -0.45, -0.39], [-1.15, -2.15, 1.01], [1.48, 2.06, -1.01], [0.33, 1.72, 0.78], [-0.25, -0.07, -0.06], [-0.11, 0.03, 0.36], [-0.02, -0.07, -0.27], [-0.68, 0.17, -0.58], [1.47, -2.65, -1.37], [-1.36, 1.52, 0.83], [0.68, 2.00, 0.02], [0.77, -0.39, -0.11], [-0.55, 0.02, 0.11], [-0.44, 0.22, 1.01]],
  "mulliken_charge": [-1.390, 1.304, -1.277, -0.698, -1.186, 1.842, 0.499, -0.060, -1.292, -1.724, -1.676, 0.342, 0.442, 0.312, 0.494, 0.451, 0.297, 0.461, 0.623, 0.450, 0.076, -0.075, 0.397, 0.175, 0.590, 0.363, 0.415, 0.413, 0.384, -0.815, 0.122, -0.680, -0.417, 0.981, -0.944, -0.288, 1.023, -1.222, -0.267, 0.644, -1.110, -0.093, -0.862, 0.343, 0.400, 0.331, 0.426, 0.799, 0.494, 0.438, 0.482, 0.608, 0.719, 0.072, 0.404, -0.261, 0.449, -0.292, 0.964, -0.902, -0.851, 1.461, -1.021, -0.782, 0.316, -0.504, -0.683, 0.031, -0.576, -0.519, -0.745, -0.174, -0.019, 0.411, 0.328, 0.415, 0.673, 0.600, 0.673, 0.422, 0.490, 0.820, 0.288, 0.418, 0.279, -0.866, -0.971, 0.366, -0.585, -0.387, 0.275, -0.085, -1.073, 0.211, 0.445, 0.446, 0.308, 0.425, 0.488, 0.575, 0.249, 0.393, 0.409, 0.350, -0.237, -0.748, 0.299, -0.160, -0.755, 0.122, -0.372, -0.031, 0.464, 0.033, -0.186, 0.355, 0.488, 0.530, 0.444, 0.560, 0.300, -0.042, -0.026, -1.215, -0.205, 0.190, -0.558, -0.459, 0.196, -0.237, -0.954, 0.382, 0.278, 0.367, 0.227, 0.391, 0.525, 0.513, 0.477, 0.425, 0.349, 0.367, -1.316, 1.048, 0.860, -0.129, -0.962, 0.389, -1.292, -0.848, 0.477, 0.319, 0.311, -0.684, -0.439, 0.615, 0.467, 0.995, 0.373, 0.311, 0.303, 0.665, -0.088, -0.007, -0.621, 0.056, -0.543, -0.162, 0.287, 0.534, -0.767, -0.672, -0.492, 0.334, -0.156, -1.142, 0.368, -0.738, 0.022, 0.430, 0.193, 0.239, -0.231, 0.354, -0.680, -0.738, -0.214, 0.326, 0.331]
}

(2)
{
  "formula": "C2H8N2O",
  "method": "ωB97M-V/def2-TZVPD",
  "e_above_lowest_ev": 1.719,
  "smiles": "N/C=C/N.O",
  "lumo_ha": 0.03610,
  "homo_ha": -0.313,
  "species": ["C", "C", "N", "N", "H", "H", "H", "H", "H", "H", "H", "H", "O"],
  "coordinates": [[0.0967, -0.3878, -0.7749], [-0.1417, 0.8800, -0.4493], [-0.9854, 1.4141, 0.5092], [1.0251, -0.7115, -1.8287], [-0.3868, -1.2692, -0.3614], [0.4160, 1.5592, -1.1010], [-1.5611, 0.7438, 0.9761], [-1.4322, 2.2836, 0.2651], [0.6119, -1.3226, -2.5255], [1.7879, -1.2422, -1.4189], [0.3199, -0.0426, 2.7046], [0.0185, -0.9170, 1.5371], [0.2312, -0.9877, 2.4678]],
  "forces_ev_per_a": [[-0.21, -0.67, -0.32], [0.28, 0.00, -1.18], [0.62, 0.03, 0.00], [0.41, 0.14, 0.31], [-0.41, 0.24, 0.45], [-0.25, 0.25, 0.51], [-0.50, -0.05, 0.15], [-0.02, -0.16, 0.10], [-0.14, 0.13, 0.11], [0.11, 0.08, -0.21], [0.04, -0.72, 0.05], [0.12, -0.24, -0.43], [-0.04, 0.96, 0.46]],
  "mulliken_charge": [-0.488, 0.039, -0.457, -0.650, 0.385, 0.320, 0.208, 0.223, 0.258, 0.225, 0.354, 0.256, -0.672]
}